49
Properties=species:S:1:pos:R:3:forces:R:3 method="wB97M-V/def2-TZVPD" multiplicity=1 total_energy_ha=-1778.7864 gap_ev=9.11 e_above_lowest_kj_mol=179.3 smiles="Cn1ccnc1[C@@H]1CCCCN1C(=O)c1cc(COc2ccc(F)cc2Cl)on1"
C 0.4590 2.1554 1.5250 0.6 1.2 -0.1
N -0.9569 2.1884 1.7999 -1.4 1.1 1.1
C -1.4588 2.5506 3.0202 -0.5 0.1 0.6
C -2.8022 2.7586 2.8720 1.1 -0.7 -0.2
N -3.1709 2.5322 1.5758 0.7 0.0 -0.6
C -2.0468 2.2349 0.9474 0.7 -0.6 -0.8
C -1.7832 1.9932 -0.5484 -1.3 1.4 -1.2
C -2.9975 2.5181 -1.4596 1.2 -0.5 1.1
C -4.1806 1.6379 -1.2336 -1.5 -1.3 -0.2
C -3.9102 0.0815 -1.2834 2.1 1.1 -2.0
C -2.6522 -0.2513 -0.5097 0.9 -2.5 0.9
N -1.5359 0.6088 -0.8692 1.1 -3.0 -0.8
C -0.5332 0.1564 -1.7957 -0.3 3.7 1.3
O 0.1006 1.0364 -2.3701 0.0 -0.9 -0.1
C 0.0297 -1.2277 -1.8739 -1.4 -3.3 -1.7
C 1.3723 -1.6064 -1.9195 -0.1 -0.6 1.5
C 1.4711 -2.9497 -1.8565 0.3 -0.5 -0.5
C 2.7462 -3.8511 -1.7107 -1.1 1.0 -2.6
O 3.8440 -3.0979 -1.2292 0.2 0.8 1.1
C 3.7758 -2.3096 -0.0818 1.8 0.3 0.7
C 3.0289 -2.6955 1.0358 1.1 0.4 -1.7
C 3.0866 -2.0503 2.2050 0.8 3.8 1.3
C 3.7601 -0.7813 2.3422 -0.7 -3.4 -0.5
F 3.6340 -0.1653 3.5558 0.5 0.1 -1.4
C 4.5916 -0.4400 1.2909 0.3 1.8 1.4
C 4.7157 -1.2225 0.1426 -2.4 -1.4 -0.7
Cl 5.8438 -0.7555 -1.0569 0.1 0.0 -0.3
O 0.2360 -3.4526 -2.0715 0.0 1.4 -0.1
N -0.6436 -2.3388 -2.1628 -1.2 -0.2 1.2
H 0.7480 3.1201 0.9628 -0.3 -1.8 0.3
H 1.0483 2.2575 2.4974 -0.9 -0.7 -1.3
H 0.5631 1.1988 0.9866 1.1 0.7 0.0
H -0.8739 2.6193 3.9266 0.2 -0.1 -0.3
H -3.4738 2.9244 3.6707 -0.7 0.4 0.4
H -0.9101 2.5868 -0.7859 0.3 -0.1 -0.3
H -2.8371 2.4456 -2.5157 1.2 0.1 -0.6
H -3.1786 3.5665 -1.2208 -0.2 -0.1 0.1
H -4.5260 1.8276 -0.2520 -0.5 0.1 1.2
H -5.0145 1.9603 -1.8859 0.4 -0.4 0.0
H -4.6815 -0.5273 -0.8998 -1.3 -0.3 0.4
H -3.6148 -0.3585 -2.3107 -1.0 1.1 1.0
H -2.7287 -0.2661 0.5982 -0.4 0.4 -0.5
H -2.3901 -1.3405 -0.7578 -0.1 1.5 0.3
H 2.0966 -0.9775 -1.6453 3.0 2.3 0.5
H 3.0934 -4.0161 -2.7802 -0.6 -0.1 1.1
H 2.5221 -4.8682 -1.3363 0.3 0.7 0.7
H 2.4535 -3.5546 1.0121 -1.1 -1.7 -0.4
H 2.5442 -2.3712 3.0379 -0.8 -0.6 1.1
H 5.1366 0.5162 1.4178 0.0 -0.8 -0.4